Entry from OMol25: a cluster of 5 separate species, C26H43N3O17 in total in a non-equilibrium geometry (wB97M-V/def2-TZVPD).

Cartesian coordinates (Å):
1 C 2.444 -2.696 -1.785
2 C 1.053 -2.912 -2.423
3 C -0.067 -2.472 -1.417
4 N -0.671 -1.214 -1.861
5 C 0.133 -0.035 -1.577
6 C -0.374 1.035 -2.621
7 C 0.738 1.390 -3.592
8 O 0.293 2.346 -4.575
9 N 0.821 1.988 -5.847
10 O 1.941 2.274 -5.942
11 N -1.132 2.107 -1.999
12 C -1.088 1.892 -0.612
13 O -1.698 2.476 0.171
14 C -0.079 0.785 -0.262
15 C 1.266 1.623 -0.144
16 C 2.038 1.497 1.179
17 C 3.443 2.102 0.986
18 O 3.693 3.123 1.941
19 C -0.437 0.075 1.034
20 C -1.814 -0.601 1.068
21 C -1.698 -2.120 1.334
22 O -2.491 -0.044 2.209
23 H 2.387 -1.878 -1.072
24 H 2.803 -3.566 -1.246
25 H 3.164 -2.368 -2.531
26 H 0.920 -2.256 -3.277
27 H 0.908 -3.948 -2.700
28 H -0.845 -3.226 -1.490
29 H 0.381 -2.428 -0.426
30 H -1.632 -1.114 -1.561
31 H 1.145 -0.253 -1.899
32 H -1.095 0.512 -3.248
33 H 1.013 0.469 -4.106
34 H 1.624 1.732 -3.051
35 H -0.863 3.036 -2.299
36 H 1.969 1.397 -0.942
37 H 1.025 2.683 -0.247
38 H 1.547 2.082 1.947
39 H 2.174 0.474 1.512
40 H 4.176 1.305 1.155
41 H 3.593 2.440 -0.036
42 H 4.280 3.767 1.517
43 H 0.345 -0.603 1.349
44 H -0.480 0.849 1.797
45 H -2.445 -0.378 0.205
46 H -0.675 -2.457 1.344
47 H -2.249 -2.731 0.619
48 H -2.084 -2.320 2.328
49 H -3.364 -0.456 2.244
50 C -1.073 -4.452 4.969
51 C 0.254 -5.153 5.148
52 O 1.028 -4.633 4.064
53 C 0.496 -3.434 3.711
54 O 1.001 -2.666 2.956
55 O -0.689 -3.229 4.336
56 H -1.582 -4.256 5.910
57 H -1.749 -4.995 4.306
58 H 0.743 -4.891 6.088
59 H 0.174 -6.236 5.081
60 C -2.799 -2.723 -5.428
61 C -2.963 -1.223 -5.359
62 O -3.922 -1.065 -4.312
63 C -3.861 -2.167 -3.521
64 O -4.405 -2.274 -2.470
65 O -3.087 -3.128 -4.089
66 H -1.795 -3.027 -5.715
67 H -3.519 -3.193 -6.102
68 H -2.040 -0.714 -5.071
69 H -3.331 -0.792 -6.287
70 C -3.757 1.064 6.533
71 C -4.430 1.403 5.225
72 O -4.663 0.114 4.655
73 C -4.698 -0.792 5.666
74 O -5.033 -1.926 5.545
75 O -4.297 -0.226 6.834
76 H -3.988 1.773 7.325
77 H -2.673 0.978 6.437
78 H -5.389 1.906 5.363
79 H -3.804 2.005 4.571
80 C 4.512 5.032 -2.295
81 C 5.596 6.075 -2.424
82 O 5.913 6.362 -1.060
83 C 5.558 5.289 -0.313
84 O 5.840 5.145 0.834
85 O 4.838 4.406 -1.050
86 H 4.520 4.307 -3.106
87 H 3.515 5.469 -2.219
88 H 6.490 5.692 -2.920
89 H 5.262 6.972 -2.940

For the HOMO energy, the calculation gives -8.7 eV. As for the LUMO energy: -0.59 eV. For the max |F|, the calculation gives 0.0970 hartree/bohr. The value obtained for the orbital gap is 8.136 eV. The total charge is 0. Its structure (SMILES) is CCCN[C@H]1[C@H](CON=O)NC(=O)[C@@]1(CCCO)C[C@@H](C)O.O=C1OCCO1.O=C1OCCO1.O=C1OCCO1.O=C1OCCO1.

Charges obtained by Löwdin population analysis, quoted in units of e: -0.104, -0.209, -0.209, -0.002, -0.198, -0.254, -0.161, -0.127, -0.023, 0.090, 0.151, -0.479, 0.175, -0.247, -0.097, -0.144, -0.257, -0.059, -0.073, -0.361, -0.030, -0.057, 0.052, 0.071, 0.065, 0.086, 0.094, 0.112, 0.093, 0.104, 0.123, 0.121, 0.121, 0.115, 0.142, 0.094, 0.131, 0.120, 0.107, 0.115, 0.091, 0.045, 0.102, 0.127, 0.134, 0.033, 0.079, 0.074, 0.087, -0.113, -0.119, 0.064, -0.560, 0.154, 0.053, 0.135, 0.136, 0.133, 0.132, -0.120, -0.120, 0.061, -0.572, 0.160, 0.052, 0.132, 0.132, 0.116, 0.133, -0.120, -0.117, 0.051, -0.564, 0.159, 0.057, 0.131, 0.135, 0.132, 0.136, -0.113, -0.115, 0.071, -0.550, 0.171, 0.045, 0.133, 0.136, 0.134, 0.134